{
  "formula": "C25H48P4STl",
  "method": "ωB97M-V/def2-TZVPD",
  "species": ["Tl", "P", "P", "P", "H", "C", "C", "H", "C", "C", "C", "C", "C", "C", "C", "C", "C", "H", "H", "H", "H", "H", "H", "H", "H", "H", "H", "H", "H", "H", "H", "H", "H", "H", "H", "H", "H", "H", "H", "H", "H", "H", "H", "H", "H", "H", "C", "C", "C", "C", "C", "C", "S", "H", "H", "H", "H", "H", "H", "C", "P", "C", "C", "C", "C", "C", "C", "C", "H", "H", "H", "H", "H", "H", "H", "H", "H", "H", "H"],
  "positions_angstrom": [[0.682897, -0.909981, 0.701029], [-1.176956, -2.943011, 0.846617], [2.641507, -0.785543, 2.588098], [1.735454, -1.692767, -1.641306], [-1.144310, 2.934617, -1.145632], [-1.228625, 2.358123, -2.062922], [-2.263857, 1.536010, -2.274023], [-3.078536, 1.416278, -1.565651], [-2.670403, -3.041300, 1.893447], [-0.236506, -4.408893, 1.415014], [-1.841009, -3.517306, -0.754176], [3.541381, 0.785181, 2.312004], [2.239808, -0.927519, 4.362438], [3.731971, -2.172098, 2.118969], [0.639534, -1.414999, -3.074543], [2.278372, -3.428289, -1.604735], [3.215021, -0.628946, -1.643471], [-0.368300, 2.392657, -2.725145], [-2.305739, 0.840649, -3.106095], [-3.276055, -2.133822, 1.775791], [-2.382804, -3.134437, 2.948111], [-3.266266, -3.917267, 1.597342], [0.094517, -4.258345, 2.452018], [0.648730, -4.575830, 0.783950], [-0.893761, -5.292992, 1.367780], [-2.532916, -2.764392, -1.152177], [-2.384970, -4.459975, -0.588822], [-1.036783, -3.676068, -1.485855], [4.456739, 0.863291, 2.913825], [2.879470, 1.629000, 2.575744], [3.813649, 0.885361, 1.244424], [3.124404, -0.930048, 5.017337], [1.686491, -1.867562, 4.522613], [1.594467, -0.082226, 4.655928], [4.583242, -2.279893, 2.804435], [4.119792, -2.041326, 1.094370], [3.146828, -3.105737, 2.147681], [1.154947, -1.483225, -4.047055], [0.174403, -0.418777, -3.014317], [-0.160412, -2.172022, -3.056359], [2.919813, -3.662354, -2.471561], [1.391375, -4.080967, -1.625573], [2.848904, -3.613516, -0.678527], [3.848672, -0.800605, -2.527438], [3.819720, -0.768898, -0.730972], [2.893394, 0.422965, -1.646544], [2.253719, 2.598626, -5.251436], [3.385801, 3.396150, -5.462261], [3.297417, 4.518779, -6.281506], [2.107781, 4.816410, -6.955264], [1.039190, 3.932818, -6.855259], [1.107863, 2.803407, -6.039653], [2.340696, 1.265985, -4.102309], [2.130028, 1.921567, -2.875902], [4.308885, 3.092224, -4.943884], [4.166338, 5.152408, -6.400326], [2.067177, 5.704642, -7.586579], [0.149857, 4.138648, -7.442570], [0.286014, 2.086005, -5.997689], [-0.913525, 2.045310, 3.138249], [-1.770561, 0.484348, 2.660319], [-1.593061, -0.428905, 4.248824], [-3.504324, 1.082837, 2.898799], [-4.333790, 1.151110, 1.765462], [-5.640929, 1.644622, 1.875795], [-6.118942, 2.074917, 3.122177], [-5.277717, 2.075044, 4.233360], [-3.968805, 1.589416, 4.120428], [0.171287, 1.868276, 3.172281], [-1.268283, 2.383496, 4.121371], [-1.124843, 2.815867, 2.387400], [-2.554855, -0.890846, 4.509297], [-1.277383, 0.250832, 5.050646], [-0.841969, -1.221299, 4.141389], [-3.935014, 0.799749, 0.813888], [-6.309031, 1.700813, 1.009060], [-7.137369, 2.461721, 3.230184], [-5.611921, 2.444313, 5.206642], [-3.287027, 1.567514, 4.973003]],
  "forces_ev_per_angstrom": [[-0.976, -1.011, 0.611], [-0.265, -1.316, 0.154], [0.618, 0.478, -0.016], [0.312, 0.750, -0.341], [-0.226, 0.215, -0.221], [-0.136, -0.864, 0.348], [0.649, -0.265, 0.393], [0.024, 0.350, -0.038], [0.131, 0.735, 0.315], [0.213, 0.109, 0.030], [0.204, 0.473, -0.326], [-0.313, 0.177, -0.306], [-0.675, -0.086, -0.098], [-0.248, -0.271, -0.256], [-0.357, -0.020, 0.106], [-0.238, -0.100, 0.429], [0.122, 0.189, -0.027], [-0.231, 0.127, -0.180], [0.007, 0.338, -0.255], [0.001, -0.209, 0.032], [-0.090, 0.020, -0.228], [0.285, 0.233, 0.003], [-0.104, -0.120, -0.230], [-0.262, -0.050, 0.163], [0.287, 0.282, 0.033], [0.096, -0.212, 0.020], [0.226, 0.291, -0.037], [-0.268, -0.047, 0.180], [-0.237, -0.234, -0.034], [0.259, -0.331, -0.079], [-0.121, -0.091, 0.487], [-0.013, 0.033, -0.487], [0.185, 0.336, 0.011], [0.223, -0.322, -0.128], [-0.216, 0.177, -0.062], [-0.137, 0.046, 0.434], [0.235, 0.238, 0.060], [0.132, -0.024, 0.516], [0.250, -0.278, 0.042], [0.271, 0.165, 0.089], [-0.252, 0.255, 0.214], [0.371, 0.128, -0.025], [-0.180, -0.003, -0.395], [-0.245, 0.022, 0.238], [-0.278, -0.228, -0.358], [0.093, -0.347, -0.103], [-0.096, 0.578, -1.031], [-0.045, -0.187, 0.546], [-0.034, -0.187, 0.008], [0.581, -0.280, 0.295], [-0.133, -0.032, -0.217], [0.139, 0.140, 0.483], [-0.122, 0.159, 1.032], [0.144, -0.264, -1.297], [-0.419, 0.521, -0.325], [-0.024, 0.003, -0.041], [-0.144, -0.298, 0.181], [0.027, -0.187, 0.115], [0.135, 0.348, 0.069], [0.378, -0.087, -0.409], [-0.278, 1.253, 1.284], [0.323, -0.654, -0.168], [-0.481, 0.131, -1.417], [-0.232, -0.028, 0.378], [-0.061, -0.008, 0.199], [0.143, 0.179, -0.208], [0.587, -0.227, 0.131], [0.221, -0.362, -0.036], [-0.150, 0.190, 0.081], [0.100, -0.086, -0.330], [0.098, -0.105, 0.198], [0.327, 0.102, -0.033], [-0.135, -0.199, -0.190], [-0.079, 0.030, 0.232], [-0.265, 0.103, 0.063], [0.403, -0.095, 0.310], [0.398, -0.220, -0.149], [0.020, -0.114, -0.417], [-0.452, 0.145, -0.015]],
  "homo_ev": -14.9,
  "charge": 3,
  "mol_weight_da": 709.01,
  "energy_ev": -79360.650,
  "relative_energy_kcal_mol": 0.0,
  "homo_lumo_gap_ev": 3.377
}